The following is a DFT calculation (the ωB97M-V functional and the def2-TZVPD basis) of a 2-piece molecular cluster, C2H3Cl3OSi overall at a distorted geometry.

LUMO level (alpha / beta)	0.55 / -2.35	eV
energy above the lowest of the compared OMol25 structures with the same formula, charge and spin	0.910	eV
electronic energy	-1823.2878	a.u.
multiplicity	3
gap between HOMO and LUMO (alpha / beta)	6.431 / 8.898	eV
maximum force	6.2	eV/A

Each atom is followed by the atoms it is bonded to, with distances in Å.
Geometry (Å):
1 C 1.886 0.898 -0.119  C2 1.297, O3 1.139
2 C 2.379 -0.294 0.019  C1 1.297, H8 1.045, H10 1.074
3 O 1.646 1.985 0.123  C1 1.139
4 Si -2.247 -0.134 -0.036  Cl5 1.974, Cl6 1.970, Cl7 2.069, H9 1.513
5 Cl -2.651 -0.784 1.783  Si4 1.974
6 Cl -3.657 1.085 -0.675  Si4 1.970
7 Cl -1.863 -1.581 -1.465  Si4 2.069
8 H 3.286 -0.283 0.537  C2 1.045
9 H -0.834 0.355 0.193  Si4 1.513
10 H 2.056 -1.246 -0.360  C2 1.074